No. 1
Entry from OMol25: one molecule with the formula C4H8O (ωB97M-V with the def2-TZVPD basis set).

Each line ends with the natural charge from an NBO analysis.
Element x y z (Å)
C1 1.3287 -0.2482 -0.5241  -0.62
C2 -0.1412 0.0712 -0.2934  0.22
O1 -0.9697 -0.3030 -1.3742  -0.71
C3 -0.8613 0.9747 0.6919  -0.44
C4 -0.5585 -0.4529 1.0356  -0.43
H1 2.0246 0.3776 0.0427  0.22
H2 1.5942 -0.2376 -1.5847  0.20
H3 1.4587 -1.2859 -0.1802  0.21
H4 -0.5621 0.0170 -2.1896  0.47
H5 -0.4066 1.7807 1.2598  0.21
H6 -1.9032 1.1374 0.4202  0.23
H7 0.2838 -0.6000 1.7123  0.21
H8 -1.2947 -1.2430 1.0179  0.22

Frontier orbital gap: 10.2669 eV
E_LUMO: 1.02 eV
SMILES string: CC1(O)CC1
ΔE to the lowest compared entry with this formula, charge and spin: 33.83 kcal per mole
F_max: 0.010 Eh/bohr



No. 2
Entry from OMol25: C4H8O as an isolated structure (ωB97M-V with the def2-TZVPD basis set).

Each line ends with the natural charge from an NBO analysis.
Element x y z (Å)
C1 -1.4202 -0.1377 -0.2914  -0.59
C2 -0.3270 -1.0467 0.2510  -0.52
C3 1.0416 -0.3967 -0.0294  0.56
C4 1.0625 1.1500 0.0606  -0.76
H1 -1.3574 0.7980 0.2765  0.20
H2 -2.3919 -0.5401 -0.2357  0.22
H3 -1.1190 0.0997 -1.3604  0.20
H4 -0.1629 -2.0741 -0.1319  0.24
H5 -0.5450 -1.1578 1.3041  0.22
H6 2.0997 1.5526 -0.6627  0.27
H7 -0.1230 1.7017 -0.3363  0.25
H8 1.2200 1.1288 1.4262  0.25
O1 2.0226 -1.0778 -0.2706  -0.55

Frontier orbital gap: 10.2809 eV
E_LUMO: 0.73 eV
ΔE to the lowest compared entry with this formula, charge and spin: 70.15 kcal per mole
F_max: 0.100 Eh/bohr



No. 3
Entry from OMol25: a 2-piece molecular cluster, C4H8O overall (ωB97M-V with the def2-TZVPD basis set).

Each line ends with the Mulliken spin population.
Element x y z (Å)
C1 -0.1144 -2.4629 0.2390  0.14
C2 -0.2682 -2.2442 -1.0811  0.10
H1 -0.8494 -2.0996 0.9508  0.00
H2 0.7375 -3.0037 0.6207  0.00
H3 -1.0863 -1.6387 -1.4610  0.01
H4 0.2933 -2.8064 -1.8218  0.00
O1 1.1753 1.3467 0.9482  0.57
C3 0.3350 1.1473 0.1369  -0.02
C4 -0.8414 2.0640 -0.0809  0.12
H5 0.4311 0.1925 -0.4858  0.09
H6 -1.7761 1.5312 -0.1835  0.00
H7 -0.8247 2.8137 0.6969  0.00
H8 -0.5628 2.6606 -0.9642  -0.01

Frontier orbital gap (spin up / spin down): 10.1988 / 4.6684 eV
Net charge: +1
Expectation value of S²: 0.760
E_LUMO (spin up / spin down): -5.07 / -9.67 eV
2S+1: 2
ΔE to the lowest compared entry with this formula, charge and spin: 47.41 kcal per mole
F_max: 0.023 Eh/bohr



No. 4
Entry from OMol25: an isolated ion of composition C4H8O2 and charge -2 (ωB97M-V with the def2-TZVPD basis set).

Each line ends with the natural charge from an NBO analysis.
Element x y z (Å)
O1 1.4812 -2.6425 -0.7466  -1.00
C1 1.5565 -1.4195 -0.1650  0.00
C2 0.1335 -0.7349 -0.2868  -0.44
C3 0.0081 0.7677 0.1892  -0.45
C4 -1.4981 1.3943 0.3093  0.00
O2 -1.7310 2.6889 0.6771  -0.99
H1 1.8123 -1.4397 0.9654  0.04
H2 2.2896 -0.7662 -0.6558  0.07
H3 0.0378 -0.8214 -1.4218  0.17
H4 -0.6208 -1.3879 0.1480  0.17
H5 0.4738 0.9157 1.1708  0.16
H6 0.6730 1.4093 -0.4676  0.15
H7 -1.8404 0.6899 1.1227  0.05
H8 -2.0272 0.9837 -0.5865  0.06

Frontier orbital gap: 6.4991 eV
Net charge: -2
E_LUMO: 7.46 eV
SMILES string: [O-]CCCC[O-]
ΔE to the lowest compared entry with this formula, charge and spin: 11.43 kcal per mole
F_max: 0.042 Eh/bohr